Entry 1:
DFT (ωB97M-V/def2-TZVPD) results for an isolated molecule of C3H7N3S.

The geometry in ORCA input format:
```
! RIJCOSX wB97M-V def2-TZVPD def2/J DEFGRID3
* xyz 0 1
N -1.97772 -0.62365 0.02327
N -0.55420 -0.34763 -0.52472
C 0.02754 -1.57641 -0.13101
N 1.28893 -1.93104 0.13632
S 2.36490 -0.52123 -0.03952
C 1.40485 0.97062 -0.16874
C -0.04654 0.82403 0.26379
H -2.10091 0.10945 1.00740
H -2.27870 0.02537 -0.64989
H -0.83507 -2.34345 -0.10121
H 1.46365 1.22939 -1.14840
H 1.79385 1.84582 0.25180
H 0.02476 0.71848 1.33544
H -0.57533 1.62024 -0.25452
*
```

Calculated values
- Kohn-Sham gap: 8.820 eV
- SMILES: NN1C=NSCC1
- Relative energy (zero: lowest compared OMol25 entry of this formula, charge and spin): 431.8 kJ/mol

Entry 2:
DFT (ωB97M-V/def2-TZVPD) results for an isolated molecule of C6H11N.

The geometry in ORCA input format:
```
! RIJCOSX wB97M-V def2-TZVPD def2/J DEFGRID3
* xyz 0 1
C -2.50009 -0.12491 -1.03694
C -1.37873 0.06473 -0.01396
C 0.04621 -0.22062 -0.51281
C 1.09339 -0.14752 0.62545
C 2.56564 -0.18635 0.18122
C 0.88388 1.07760 1.41920
N 0.72078 2.05224 2.01681
H -3.46938 0.03362 -0.55002
H -2.43164 0.59296 -1.86231
H -2.51128 -1.13352 -1.46585
H -1.41796 1.09665 0.35451
H -1.58362 -0.57398 0.85602
H 0.10201 -1.22257 -0.95936
H 0.32152 0.49318 -1.30054
H 0.91902 -0.99320 1.30450
H 2.79381 -1.10780 -0.36322
H 2.80803 0.66758 -0.45942
H 3.22064 -0.13989 1.05797
*
```

Calculated values
- Kohn-Sham gap: 12.300 eV
- SMILES: CCC[C@@H](C)C#N
- Relative energy (zero: lowest compared OMol25 entry of this formula, charge and spin): 9.5 kJ/mol

Entry 3:
DFT (ωB97M-V/def2-TZVPD) results for a structure of composition C14H27AlBr2NO4.

The geometry in ORCA input format:
```
! RIJCOSX wB97M-V def2-TZVPD def2/J DEFGRID3
* xyz -1 1
C -3.22953 2.75410 0.75443
C -1.74443 2.47799 1.11218
C -1.53863 0.94951 1.29211
Br -1.99221 0.57497 3.19706
Al 0.33202 0.25748 0.86666
C 1.80149 1.62439 0.68679
C 2.06408 1.97371 -0.79421
C 0.82547 2.47001 -1.51593
C 0.91695 2.27634 -3.02380
O -0.06541 3.02305 -3.78078
C -1.32323 2.62437 -3.57797
O -2.04458 2.34512 -4.43332
O 0.58777 -1.18591 1.95378
C 0.22340 -2.34606 1.18236
C 0.74703 -3.50315 2.04159
C -1.30054 -2.40870 1.08070
C -1.90547 -3.76634 0.62501
C 0.94285 -2.09479 -0.17967
Br 0.35950 -3.26151 -1.72067
C 2.47135 -2.33861 -0.10236
N 3.25258 -1.20846 0.33454
O 0.55146 -0.85211 -0.59198
H -3.82115 2.01778 1.29377
H -3.41021 2.59234 -0.30577
H -3.56813 3.73050 1.09443
H -1.12860 2.89602 0.32039
H -1.55837 2.94561 2.06950
H -2.30436 0.44179 0.71054
H 1.61601 2.54517 1.24472
H 2.73795 1.21991 1.07245
H 2.79184 2.78844 -0.79356
H 2.50014 1.13686 -1.33507
H 0.66216 3.53437 -1.33399
H -0.08312 1.96593 -1.19186
H 0.78248 1.22058 -3.26393
H 1.90171 2.53242 -3.39405
H -1.68717 2.62360 -2.53837
H -0.00523 -3.78481 2.77074
H 1.67285 -3.24102 2.53217
H 0.87363 -4.38102 1.39970
H -1.63257 -1.67025 0.35755
H -1.75475 -2.14275 2.02757
H -2.11046 -3.71059 -0.43789
H -1.26949 -4.62436 0.80460
H -2.87938 -3.87082 1.09887
H 2.72339 -3.17938 0.53796
H 2.81020 -2.61167 -1.09448
H 3.21237 -0.44321 -0.31932
H 2.99638 -0.91682 1.26683
*
```

Calculated values
- Kohn-Sham gap: 8.354 eV

Entry 4:
DFT (ωB97M-V/def2-TZVPD) results for an isolated molecule of C4H13ClSi2.

The geometry in ORCA input format:
```
! RIJCOSX wB97M-V def2-TZVPD def2/J DEFGRID3
* xyz 0 1
C -1.48734 -1.21563 1.77278
C -0.48704 -0.09636 1.42655
Si 0.28059 -0.19891 -0.27443
Si 1.09774 -2.34551 -1.01907
Cl 2.33829 1.00402 0.65842
C 0.13615 1.24242 -1.56505
C 0.16799 2.62416 -0.85976
H -0.96718 -2.18849 1.44761
H -1.60588 -1.24867 2.84476
H -2.47602 -1.09965 1.43638
H 0.27695 -0.16622 2.24909
H -0.92123 0.84476 1.57077
H 1.60298 -2.50513 -2.42896
H 1.69060 -3.15141 -0.01631
H -0.12626 -3.00751 -0.83920
H 0.87097 0.99579 -2.26983
H -0.76092 1.32298 -2.16695
H -0.86053 2.96852 -0.45524
H 0.78032 2.67127 -0.04744
H 0.44982 3.54959 -1.46412
*
```

Calculated values
- Kohn-Sham gap: 9.320 eV
- SMILES: CC[Si]([SiH3])(Cl)CC
- Relative energy (zero: lowest compared OMol25 entry of this formula, charge and spin): 264.8 kJ/mol

Entry 5:
DFT (ωB97M-V/def2-TZVPD) results for a structure of composition C30H54IrN2PSi2Te.

The geometry in ORCA input format:
```
! RIJCOSX wB97M-V def2-TZVPD def2/J DEFGRID3
* xyz 3 2
Ir 0.05514 0.06803 -0.58188
C 2.95630 0.42122 3.56163
Si 1.63565 -0.89024 3.36210
C 2.10501 -2.36237 2.30426
C 1.15160 -1.56900 5.04416
C 0.03163 -0.13797 2.57143
C -0.86430 -1.19706 2.10283
C -1.60537 -1.97100 3.00173
C -2.35872 -3.02135 2.52998
C -2.34752 -3.29269 1.16247
C -1.61397 -2.47391 0.33491
N -0.89458 -1.42032 0.78116
Si -0.76541 1.50523 3.19883
C -0.64382 1.46167 5.06502
C -2.56654 1.50619 2.68938
C 0.19683 2.98618 2.56001
H 3.93086 0.03613 3.26453
H 3.03722 0.69121 4.61478
H 2.77901 1.33954 3.00647
H 3.13582 -2.66369 2.46752
H 1.95732 -2.21627 1.23889
H 1.47741 -3.21210 2.57761
H 2.08400 -1.89321 5.51113
H 0.50251 -2.43907 4.99381
H 0.70678 -0.83020 5.70177
H -1.56495 -1.74425 4.05599
H -2.92972 -3.63566 3.21192
H -2.90520 -4.11726 0.74593
H -1.58749 -2.64618 -0.73310
H -1.10441 0.57833 5.50068
H -1.18679 2.32709 5.44929
H 0.38065 1.53471 5.42330
H -3.14248 0.87032 3.36027
H -2.74957 1.14208 1.67658
H -2.99050 2.50456 2.77909
H 1.10493 3.13583 3.14116
H -0.40075 3.88724 2.68793
H 0.48321 2.91589 1.51552
C 4.11864 -0.08714 -0.53616
Te 2.47454 1.13397 0.05758
C 2.93474 2.67848 -1.32294
H 4.32141 0.06600 -1.59078
H 3.91012 -1.12897 -0.31763
H 4.95962 0.25439 0.05927
H 3.91760 3.04994 -1.03801
H 2.20174 3.46934 -1.22352
H 2.94431 2.28128 -2.33358
C -2.44197 3.86729 -0.34746
C -1.62519 2.67714 -0.40804
N -1.00970 1.71497 -0.49475
H -1.97000 4.58576 0.32102
H -3.43033 3.60176 0.02897
H -2.53312 4.29233 -1.34733
C -2.71578 0.90754 -3.15348
C -1.85221 -0.28768 -3.55380
C -1.82918 -0.35664 -5.09383
C -2.49931 -1.55220 -3.00049
P -0.09384 -0.00787 -2.93234
C 0.50409 1.43400 -3.87184
C 0.90691 1.22746 -5.20132
C 1.29122 2.28726 -6.00348
C 1.27752 3.57855 -5.49920
C 0.87920 3.79882 -4.19126
C 0.49633 2.73577 -3.38676
C 1.09722 -1.43357 -3.09410
C 2.51508 -0.87193 -3.25637
C 0.99805 -2.13788 -1.73842
C 0.82757 -2.44192 -4.21724
H -3.69850 0.76445 -3.60157
H -2.31847 1.85164 -3.52370
H -2.85719 0.95760 -2.07834
H -2.85780 -0.52441 -5.41495
H -1.23727 -1.17847 -5.48183
H -1.50097 0.57363 -5.54474
H -3.46899 -1.67015 -3.48419
H -2.70065 -1.45686 -1.93448
H -1.93078 -2.45994 -3.19962
H 0.90990 0.23865 -5.62961
H 1.59334 2.10470 -7.02429
H 1.57478 4.40787 -6.12594
H 0.86875 4.80503 -3.79664
H 0.19744 2.93322 -2.37495
H 2.69955 -0.05178 -2.56091
H 2.71088 -0.50863 -4.25693
H 3.22387 -1.67355 -3.04783
H 1.13554 -1.43160 -0.87444
H 1.81165 -2.85714 -1.63776
H 0.06056 -2.67520 -1.60600
H 0.91021 -2.00445 -5.20670
H -0.14034 -2.92949 -4.12685
H 1.58992 -3.22102 -4.15192
*
```

Calculated values
- Kohn-Sham gap (alpha / beta): 5.509 / 5.881 eV
- <S²>: 0.79

Entry 6:
DFT (ωB97M-V/def2-TZVPD) results for the ion CH6O5PS with charge +1.

The geometry in ORCA input format:
```
! RIJCOSX wB97M-V def2-TZVPD def2/J DEFGRID3
* xyz 1 1
C 1.61153 -0.44406 0.80480
O 0.68703 0.65952 -1.65244
O 1.54197 2.15106 0.20339
O -1.35735 -0.84417 0.11798
O -2.14038 1.58671 -0.65486
O -2.01853 0.95316 1.62972
P -1.21903 0.70125 0.25540
S 0.99772 0.89432 -0.16789
H 1.41016 -0.24423 1.82478
H 0.99251 -1.15176 0.39816
H 2.75938 -0.55900 0.67396
H -2.13303 -1.23345 0.57013
H -1.91281 1.82055 -1.57398
H -2.40273 1.81837 1.90350
*
```

Calculated values
- Kohn-Sham gap: 10.795 eV
- Relative energy (zero: lowest compared OMol25 entry of this formula, charge and spin): 92.7 kJ/mol